{"formula": "C21H22N2O4S", "method": "ωB97M-V/def2-TZVPD", "elements": ["C", "C", "C", "N", "C", "O", "C", "C", "C", "C", "C", "C", "S", "C", "C", "C", "C", "C", "O", "N", "C", "C", "O", "C", "O", "C", "C", "C", "H", "H", "H", "H", "H", "H", "H", "H", "H", "H", "H", "H", "H", "H", "H", "H", "H", "H", "H", "H", "H", "H"], "positions_angstrom": [[-1.27702, 1.91225, -1.92909], [-0.73353, 0.76257, -2.28299], [0.73112, 0.57240, -2.54006], [1.28345, -0.62378, -1.91075], [1.25370, -1.77732, -2.63784], [0.78277, -1.80519, -3.75920], [1.77909, -3.02573, -2.01396], [0.99770, -4.17315, -2.11283], [1.47524, -5.39312, -1.67250], [2.75675, -5.48918, -1.15400], [3.54923, -4.35994, -1.05779], [3.05779, -3.13513, -1.47925], [4.08883, -1.68861, -1.30868], [2.98570, -0.87857, -0.16532], [3.40496, -0.66092, 1.13779], [2.56517, -0.04568, 2.04460], [1.29305, 0.35577, 1.64954], [0.38444, 0.98567, 2.65630], [0.38698, 0.66671, 3.82795], [-0.39455, 1.97851, 2.16353], [-1.50969, 2.50702, 2.90448], [-2.77999, 2.39488, 2.04572], [-2.65262, 3.12725, 0.84081], [-2.94268, 4.49932, 0.93653], [-2.94638, 1.05534, 1.72977], [-4.15944, 0.75407, 1.07051], [0.86993, 0.11896, 0.34902], [1.71014, -0.49250, -0.57675], [-2.33481, 2.02394, -1.77090], [-0.67940, 2.79722, -1.77760], [-1.33897, -0.12010, -2.43841], [1.30409, 1.43950, -2.20180], [0.87747, 0.43739, -3.61835], [0.01502, -4.09058, -2.55231], [0.85366, -6.27240, -1.74751], [3.14082, -6.44282, -0.82463], [4.55128, -4.41686, -0.66123], [4.39760, -0.97172, 1.42446], [2.87695, 0.12703, 3.06265], [-0.42717, 2.14732, 1.16903], [-1.61757, 1.91532, 3.81595], [-1.33909, 3.55608, 3.17110], [-3.65372, 2.78333, 2.61231], [-3.94038, 4.66483, 1.35977], [-2.20587, 5.03054, 1.54798], [-2.91079, 4.88505, -0.08052], [-4.14998, -0.32000, 0.90285], [-5.01854, 1.02416, 1.69551], [-4.22985, 1.27893, 0.11442], [-0.13088, 0.38192, 0.04170]], "forces_ev_per_a": [[-0.1046, 0.0222, 0.0014], [0.1402, -0.0396, -0.1278], [0.0142, 0.1356, -0.4472], [-0.1386, 0.2376, -0.0788], [0.0626, -0.0429, 0.0277], [-0.1524, -0.0859, -0.1083], [0.1024, -0.4185, -0.0814], [-0.0394, 0.1493, 0.0059], [-0.0234, -0.0331, 0.0125], [0.0114, -0.0467, -0.0174], [-0.0199, -0.0670, -0.0478], [0.2549, 0.2751, -0.0137], [-0.3520, -0.0003, 0.1005], [0.2768, -0.0697, -0.3239], [-0.1042, 0.0960, 0.0420], [-0.1565, 0.1105, 0.0601], [0.2115, -0.2765, -0.1213], [0.0836, 0.2236, -0.1362], [0.0667, -0.1512, 0.2379], [-0.2058, 0.1858, -0.2663], [-0.3713, -0.0442, -0.1428], [0.0632, 0.0563, 0.5031], [0.1009, -0.4241, -0.0644], [-0.0297, 0.1196, 0.0579], [0.1802, 0.1975, 0.0824], [-0.0502, 0.0507, -0.0716], [0.0520, -0.0429, 0.0661], [0.2523, 0.0120, 0.5215], [-0.2286, -0.0232, 0.0108], [0.1935, 0.1678, 0.0455], [-0.1535, -0.0958, -0.0118], [-0.0383, -0.0687, -0.0330], [0.0362, 0.1155, 0.2077], [-0.0742, -0.0113, -0.0625], [-0.0553, -0.0691, -0.0056], [0.0235, -0.0875, 0.0334], [0.0699, -0.0064, 0.0721], [0.0727, -0.0565, 0.0497], [0.0118, -0.0008, 0.1149], [0.1617, -0.0790, 0.0426], [-0.0351, 0.1502, -0.0635], [-0.0857, -0.0974, 0.0531], [0.1595, -0.0737, -0.1603], [0.0255, 0.0203, -0.0271], [-0.0286, 0.0379, -0.0270], [-0.0234, 0.1048, 0.0595], [-0.0919, 0.0168, -0.0250], [0.0074, -0.0312, -0.0231], [-0.0184, -0.0529, 0.0312], [-0.0537, 0.0112, 0.0485]], "charge": 0, "e_tot_ha": -1622.08972, "de_lowest_kcal_mol": 44.7, "multiplicity": 1, "largest_force_ev_per_a": 0.6, "homo_lumo_gap_ha": 0.3475, "homo_energy_ev": -8.88}